1.
{"formula": "C6H14N3O2", "method": "ωB97M-V/def2-TZVPD", "e_homo_ev": [-12.6, -12.6], "total_charge": 1, "homo_lumo_gap_ev": [7.28, 7.28], "elements": ["C", "C", "C", "C", "C", "C", "N", "N", "N", "O", "O", "H", "H", "H", "H", "H", "H", "H", "H", "H", "H", "H", "H", "H", "H"], "xyz": [[2.424337, 0.990536, 0.452375], [1.311678, 1.864198, -0.113594], [2.186888, -0.489026, 0.035700], [0.038979, 1.153267, -0.323363], [0.735411, -0.996199, 0.403765], [0.293863, -2.328909, -0.105057], [-0.169215, -0.039133, -0.005783], [-3.105229, -0.399994, 0.584493], [-2.594071, -0.441352, -0.607286], [-3.776780, 0.719280, 1.064454], [-2.792681, 0.664580, -1.332183], [3.383845, 1.370691, 0.019294], [2.343224, 0.873991, 1.482281], [1.260471, 2.855695, 0.334872], [1.554973, 2.258146, -1.035921], [2.423666, -0.477688, -1.094882], [3.044695, -1.023988, 0.518665], [-0.764399, 1.711500, -0.666814], [-2.211780, 0.550364, -2.190963], [0.730944, -1.103339, 1.513833], [-0.587278, -2.526770, 0.520389], [0.905787, -3.141910, 0.192885], [0.141463, -2.420364, -1.234541], [-2.731260, -1.005956, 1.330294], [-4.047519, 1.382387, 0.257081]], "atomic_forces_ev_per_a": [[-0.6, -0.7, -2.3], [0.4, 0.0, 1.1], [1.5, 0.1, -1.7], [1.9, -0.3, 1.9], [4.1, 0.0, 0.9], [-0.9, -0.6, -1.0], [-3.3, 0.8, -1.0], [-0.3, 2.8, -3.3], [0.3, -0.5, 2.0], [-0.1, 1.0, -2.1], [0.8, -0.9, -0.5], [-0.6, -0.5, 1.1], [0.5, 1.0, 2.1], [-0.7, -0.2, 1.0], [1.0, 0.3, -2.7], [-0.8, -0.7, 1.4], [-1.1, -0.2, -0.4], [-1.7, 1.2, -0.8], [-1.5, -0.1, 2.2], [-0.1, 0.4, -0.5], [-0.5, -0.2, -0.9], [1.2, -0.6, 0.2], [-0.1, 0.4, 1.6], [-0.4, 0.0, -0.7], [1.1, -2.5, 2.4]]}

=====

2.
{"formula": "C33H43N3O4P2TeTm", "method": "ωB97M-V/def2-TZVPD", "e_homo_ev": [-8.5, -8.5], "total_charge": 1, "homo_lumo_gap_ev": [5.28, 5.28], "spin_multiplicity": 3, "s2": 2.002, "elements": ["Tm", "C", "O", "C", "C", "C", "C", "C", "C", "O", "C", "O", "C", "H", "H", "H", "H", "H", "H", "H", "H", "H", "C", "P", "C", "C", "C", "C", "C", "C", "C", "P", "C", "C", "H", "H", "H", "H", "H", "H", "H", "H", "H", "H", "H", "H", "H", "H", "H", "H", "C", "N", "C", "C", "C", "N", "C", "O", "N", "H", "H", "H", "H", "H", "H", "H", "C", "C", "C", "C", "C", "C", "Te", "C", "C", "C", "H", "H", "H", "H", "H", "H", "H", "H", "H", "H", "H"], "xyz": [[-0.113141, 0.555818, -0.125244], [-1.007129, 6.600520, -3.146564], [0.277281, 6.588951, -2.565961], [0.614238, 5.536431, -1.793338], [1.908022, 5.636299, -1.229213], [2.340600, 4.660411, -0.385200], [1.573642, 3.511439, -0.114049], [2.176262, 2.434984, 0.615335], [3.570046, 2.611868, 1.139624], [1.618302, 1.267294, 0.831758], [0.229244, 3.514629, -0.586177], [-0.655096, 2.583274, -0.338865], [-0.226383, 4.479542, -1.512116], [-1.072098, 7.483328, -3.786131], [-1.817419, 6.637724, -2.392310], [-1.188759, 5.723399, -3.796413], [2.520829, 6.492129, -1.506405], [3.289156, 4.721861, 0.118501], [3.602072, 3.454621, 1.871964], [4.321731, 2.753144, 0.347214], [3.825890, 1.673608, 1.655264], [-1.194983, 4.306671, -1.963975], [-2.050871, 2.717544, 2.790980], [-2.514743, 1.401033, 1.575701], [-3.888302, 2.020356, 0.551820], [-3.481069, 0.329098, 2.668915], [-4.784232, 0.596278, 3.085062], [-5.485738, -0.343558, 3.844291], [-4.894000, -1.562791, 4.159166], [-3.584972, -1.827805, 3.742221], [-2.861574, -0.871823, 3.054964], [-1.127599, -1.138021, 2.547621], [-0.173349, -0.785282, 4.076616], [-1.040057, -2.962799, 2.455481], [-2.929767, 2.904698, 3.439664], [-1.750936, 3.641111, 2.262851], [-1.224982, 2.392857, 3.416373], [-4.497256, 2.784266, 1.089804], [-4.544982, 1.200147, 0.240452], [-3.455172, 2.443539, -0.365380], [-5.288108, 1.490464, 2.741228], [-6.491434, -0.061854, 4.194379], [-5.426572, -2.290232, 4.738864], [-3.137584, -2.765654, 4.002489], [-0.471809, -1.445650, 4.929125], [-0.302855, 0.280991, 4.394471], [0.902350, -0.961137, 3.890151], [-1.386150, -3.452629, 3.396619], [-0.001991, -3.244115, 2.233968], [-1.645382, -3.277757, 1.580630], [-1.759851, 0.553425, -4.791229], [-0.403822, 0.539893, -4.177792], [0.757684, 0.620681, -4.931445], [1.968916, 0.654479, -4.329832], [2.016948, 0.581825, -2.899559], [0.887174, 0.542257, -2.203703], [-0.330458, 0.590049, -2.814731], [-1.353309, 0.564826, -2.044361], [3.200692, 0.571419, -2.286625], [-1.921095, -0.288742, -5.485607], [-1.951383, 1.512255, -5.308513], [-2.456335, 0.461759, -3.947502], [0.623240, 0.707302, -6.014528], [2.866909, 0.724558, -4.909865], [4.061005, 0.348113, -2.770337], [3.211407, 0.526293, -1.268844], [4.195468, -6.663646, 0.762256], [3.128542, -5.654497, 0.377265], [3.213681, -4.274220, 0.623996], [2.198230, -3.381976, 0.279740], [2.376137, -1.891123, 0.601538], [1.061563, -3.886143, -0.420692], [-0.493320, -2.554955, -1.215986], [0.964247, -5.282587, -0.750992], [-0.224169, -5.790334, -1.561613], [2.001159, -6.122046, -0.315468], [5.012693, -6.211357, 1.338221], [4.632027, -7.149521, -0.152584], [3.696032, -7.457053, 1.366989], [4.108539, -3.836403, 1.073197], [2.912256, -1.742352, 1.565737], [1.422359, -1.360042, 0.663337], [2.982654, -1.448951, -0.209917], [-1.174000, -5.580577, -1.049234], [-0.186072, -6.897446, -1.726209], [-0.261359, -5.275264, -2.566808], [1.962441, -7.189120, -0.574524]], "atomic_forces_ev_per_a": [[-2.7, -2.7, 1.3], [-1.0, -0.2, -0.5], [0.3, -0.4, 0.1], [-0.6, 0.6, -0.4], [0.5, 0.0, 0.3], [0.3, 0.6, -0.4], [-0.4, -0.9, 0.9], [-0.9, -0.6, -0.1], [0.3, -0.5, 0.8], [1.8, 2.6, -0.2], [-1.4, -0.9, -1.2], [1.1, 0.7, 0.5], [0.9, 0.4, 0.3], [0.1, -0.1, 0.3], [0.5, 0.0, -0.2], [0.2, 0.2, 0.3], [-0.2, -0.2, 0.2], [0.3, 0.3, -0.3], [0.1, -0.6, -0.6], [-0.4, 0.2, 0.2], [0.0, 0.4, 0.0], [0.1, 0.3, 0.2], [-0.8, 0.6, -0.5], [-0.2, 0.0, -0.1], [-0.3, 1.1, -0.2], [0.3, -0.7, 0.3], [0.0, -0.5, -0.2], [-0.1, 0.6, 0.1], [0.4, 0.5, -0.3], [-0.8, 0.3, 0.5], [0.0, 0.3, -0.4], [0.7, -0.5, -0.2], [0.1, 0.2, 1.0], [-0.2, -0.2, 0.0], [0.5, 0.1, -0.3], [-0.2, -0.4, 0.3], [0.1, -0.2, 0.0], [0.4, -0.4, -0.5], [0.2, 0.0, 0.2], [-0.2, 0.1, 0.3], [0.0, 0.1, 0.2], [0.5, -0.5, -0.2], [-0.2, -0.3, 0.1], [0.1, -0.3, 0.1], [0.1, 0.5, -0.6], [0.1, -0.9, -0.3], [-0.5, 0.1, 0.0], [0.4, 0.3, -0.8], [-0.2, 0.0, 0.1], [0.3, 0.1, 0.6], [-0.2, 0.1, 0.1], [-0.3, 0.4, -0.6], [-0.6, 0.1, 0.5], [-0.5, -0.2, 0.0], [-0.2, -0.1, -0.9], [0.6, 0.8, -0.4], [-0.9, -0.9, 0.9], [1.5, 0.3, -1.9], [0.1, -0.1, 1.0], [0.4, 0.3, 0.4], [0.3, -0.5, 0.2], [0.2, 0.0, -0.5], [0.0, -0.2, 0.5], [0.2, 0.0, -0.2], [-0.4, 0.2, 0.0], [0.0, -0.1, -0.4], [-0.2, -0.4, -0.3], [-0.2, 0.5, -0.5], [0.2, -0.3, 0.2], [-1.2, -0.3, -0.6], [0.6, -0.7, 0.1], [0.1, 0.1, -0.2], [0.6, 0.1, 0.5], [0.3, 1.0, 0.4], [0.3, -0.4, -0.5], [-0.3, 0.1, -0.2], [-0.3, -0.2, -0.1], [-0.4, 0.4, 0.8], [0.6, 0.5, -0.4], [-0.1, -0.4, 0.1], [-0.3, -0.1, -0.6], [0.1, -0.3, 0.0], [-0.2, 0.1, 0.3], [0.3, 0.1, -0.2], [0.2, 0.9, 0.1], [0.0, -0.6, 1.1], [-0.1, 0.4, 0.2]]}

=====

3.
{"formula": "C7H10N2S", "method": "ωB97M-V/def2-TZVPD", "e_homo_ev": [-7.7, -7.7], "total_charge": 0, "homo_lumo_gap_ev": [6.19, 6.19], "elements": ["C", "C", "C", "C", "C", "C", "C", "N", "N", "S", "H", "H", "H", "H", "H", "H", "H", "H", "H", "H"], "xyz": [[1.224465, -2.859521, -1.144998], [-1.889808, 0.622359, 1.850285], [-0.639575, 0.445314, 1.390926], [1.821256, -0.790716, -0.106758], [0.901085, -1.437701, -1.191443], [-0.067758, 1.175412, 0.320242], [-0.778744, 2.334513, -0.291724], [1.423894, -3.983712, -1.117470], [-0.454256, -1.272636, -0.866568], [1.571200, 0.989976, -0.168719], [-2.259100, 0.033830, 2.670976], [-2.574612, 1.326838, 1.415114], [-0.028280, -0.307107, 1.865757], [1.554909, -1.183087, 0.871224], [2.874038, -0.977076, -0.316648], [1.223783, -1.060908, -2.185077], [-0.135481, 2.853604, -0.998965], [-1.102373, 3.036917, 0.477002], [-1.668474, 1.986132, -0.817659], [-0.996169, -0.932429, -1.655499]], "atomic_forces_ev_per_a": [[0.0, 0.0, -0.2], [0.6, 0.0, -0.1], [-0.8, -0.4, 0.9], [0.0, 0.6, 0.1], [0.0, 0.5, -0.6], [0.5, -1.0, -1.5], [0.1, 0.2, 0.0], [0.3, -0.8, 0.1], [-0.4, 1.2, 0.8], [-0.2, -0.2, 0.1], [0.0, -0.1, 0.1], [-0.1, 0.2, -0.1], [0.0, 0.0, 0.0], [0.1, -0.1, -0.1], [0.0, 0.0, 0.1], [-0.1, -0.1, 0.3], [-0.1, 0.0, 0.0], [0.0, 0.0, 0.0], [0.0, 0.0, 0.0], [0.2, 0.0, -0.1]]}

=====

4.
{"formula": "C5H8F2", "method": "ωB97M-V/def2-TZVPD", "e_homo_ev": -9.6, "smiles": "CC(C)/C(F)=C/F", "total_charge": 0, "homo_lumo_gap_ev": 10.55, "elements": ["C", "C", "C", "C", "C", "F", "F", "H", "H", "H", "H", "H", "H", "H", "H"], "xyz": [[2.641774, 0.430760, 0.662016], [1.805311, -0.004469, -0.220033], [-0.394152, -0.827480, 0.919301], [-0.399514, -0.018808, -1.490205], [0.216294, 0.205651, -0.112918], [3.957544, 0.215836, 0.676434], [2.180562, -0.856589, -1.229636], [2.296659, 0.911010, 1.556092], [-0.824966, -1.690887, 0.409879], [0.370423, -1.282884, 1.491802], [-1.157766, -0.371708, 1.453294], [-0.107075, -0.908721, -2.071074], [-1.406515, -0.206473, -1.217191], [-0.109084, 0.841429, -2.265228], [0.077005, 1.165442, 0.230160]], "atomic_forces_ev_per_a": [[0.9, 0.5, 1.3], [-3.1, -1.3, -1.5], [1.1, -0.3, -2.6], [1.5, 1.5, -1.7], [3.0, -3.9, -0.8], [0.4, -0.2, -0.3], [0.0, 0.9, 0.7], [-0.1, 0.5, 0.1], [-0.2, 0.2, -0.4], [0.7, 0.0, 1.1], [-1.2, 0.8, 1.4], [0.4, 0.0, 0.9], [-1.5, 0.6, -0.8], [-1.3, -1.5, 1.9], [-0.5, 2.2, 0.6]]}

=====

For reference, ΔE to the lowest compared entry with this formula, charge and spin by record: 608.10 0.00 332.63 144.29 kJ/mol.
For reference, electronic energy by record: -551.28444 -3784.40785 -780.27874 -394.97725 Eh.